{"formula": "C3H6ClNOS", "method": "ωB97M-V/def2-TZVPD", "smiles": "NC(=S)OCCCl", "homo_ev": -8.549, "gap_ev": 8.9, "total_charge": 0, "lumo_energy_ev": 0.39, "elements": ["N", "C", "S", "O", "C", "C", "Cl", "H", "H", "H", "H", "H", "H"], "coordinates": [[-1.375, 0.401, -0.758], [-1.196, -0.606, 0.109], [-2.171, -1.863, 0.160], [-0.391, -0.431, 1.142], [0.753, 0.420, 0.873], [1.405, -0.073, -0.353], [2.151, -1.756, -0.062], [-1.151, 1.291, -0.460], [-2.374, 0.508, -1.165], [1.281, 0.386, 1.844], [0.522, 1.436, 0.881], [1.995, 0.773, -1.016], [0.550, -0.486, -1.196]], "forces_ev_per_a": [[-3.3, 0.5, -2.7], [-2.1, 0.0, 1.5], [-1.0, -2.1, -0.4], [1.5, 1.0, 0.0], [0.0, -1.6, 2.0], [-0.4, -0.9, -4.9], [0.3, 1.5, -0.1], [1.2, 2.1, 0.8], [2.4, -1.1, 0.8], [0.5, -0.6, -0.8], [-1.0, 1.9, -0.8], [-0.8, -2.5, 2.1], [2.6, 1.8, 2.5]]}

{"formula": "CN2O4S", "method": "ωB97M-V/def2-TZVPD", "smiles": "N#CS(=O)(=O)[N+](=O)[O-]", "homo_ev": -12.240, "gap_ev": 10.9, "total_charge": 0, "lumo_energy_ev": -1.36, "elements": ["N", "C", "S", "O", "O", "N", "O", "O"], "coordinates": [[0.702, 0.137, 2.425], [0.231, 0.289, 1.400], [-0.467, 0.748, -0.188], [0.255, 1.861, -0.689], [-2.026, 0.819, -0.079], [0.079, -0.813, -1.128], [0.555, -1.588, -0.361], [-0.068, -0.827, -2.299]], "forces_ev_per_a": [[0.4, -0.1, 1.0], [-0.9, 0.3, -2.0], [-6.4, 1.3, 1.0], [0.2, -0.4, 0.0], [6.7, -0.8, -0.3], [0.0, 0.4, 0.8], [0.3, -0.8, -0.1], [-0.2, 0.1, -0.4]]}

{"formula": "C5H12N3O5S2", "method": "ωB97M-V/def2-TZVPD", "smiles": "CNS(=O)(=O)C1(C(C)(C)S(=O)(=O)[O-])NN1", "homo_ev": -5.820, "gap_ev": 9.0, "total_charge": -1, "lumo_energy_ev": 3.17, "elements": ["C", "N", "S", "O", "O", "C", "C", "C", "C", "S", "O", "O", "O", "N", "N", "H", "H", "H", "H", "H", "H", "H", "H", "H", "H", "H", "H"], "coordinates": [[0.074, 0.107, 3.220], [-0.648, 1.013, 2.369], [0.067, 1.757, 0.974], [1.483, 1.982, 1.343], [-0.720, 2.932, 0.783], [-0.464, 0.648, -0.505], [0.438, -0.342, -1.142], [1.567, -0.937, -0.200], [0.870, 0.082, -2.479], [-0.584, -1.928, -1.403], [-1.872, -1.687, -2.091], [0.335, -2.675, -2.240], [-0.793, -2.430, -0.075], [-1.851, 0.305, -0.183], [-1.606, 1.348, -1.159], [-0.286, -0.916, 3.175], [1.141, 0.096, 3.221], [-0.107, 0.337, 4.293], [-1.652, 0.831, 2.235], [1.536, -1.841, -0.698], [1.209, -0.921, 0.845], [2.364, -0.208, -0.364], [1.821, -0.470, -2.701], [0.238, -0.072, -3.339], [1.176, 1.192, -2.464], [-2.144, -0.475, -0.704], [-1.591, 2.274, -0.711]], "forces_ev_per_a": [[-1.0, -0.7, 2.0], [0.7, 1.1, -1.5], [1.1, -1.2, 3.0], [-2.1, -1.1, -1.3], [-0.5, 1.0, -0.2], [-2.4, 0.6, 0.8], [-2.0, -1.3, 1.0], [-1.8, 3.9, -0.2], [3.4, 1.7, -1.1], [-0.9, 0.0, -1.9], [0.9, 0.5, 0.3], [0.4, -0.4, -0.1], [0.0, -0.4, 1.4], [0.9, 2.8, 2.2], [2.1, -0.3, -0.8], [0.1, -0.4, -0.6], [0.7, 0.4, -1.0], [-0.2, 0.4, -0.4], [1.0, -0.1, -0.2], [1.8, -2.3, -0.1], [0.4, -0.4, -0.6], [0.6, -0.8, 0.3], [-0.7, 0.4, 0.0], [-0.7, -0.1, 0.2], [-0.5, -1.4, 0.0], [-0.5, -1.4, -1.0], [-0.7, -0.5, 0.1]]}

{"formula": "C22H31BFeN5PSSi", "method": "ωB97M-V/def2-TZVPD", "spin_multiplicity": 6, "s2": 8.77, "homo_ev": [-11.120, -11.112], "gap_ev": [8.7, 5.6], "total_charge": 1, "lumo_energy_ev": [-2.40, -5.54], "elements": ["Fe", "C", "Si", "C", "C", "C", "C", "C", "C", "N", "C", "S", "H", "H", "H", "H", "H", "H", "H", "H", "H", "H", "H", "H", "B", "N", "C", "C", "C", "N", "N", "C", "C", "C", "N", "H", "H", "H", "H", "H", "H", "H", "H", "C", "P", "C", "C", "C", "C", "C", "C", "C", "H", "H", "H", "H", "H", "H", "H", "H", "H", "H", "H"], "coordinates": [[-0.392, 0.206, -0.527], [-3.359, -2.350, 3.592], [-2.329, -3.736, 2.788], [-1.993, -5.122, 4.047], [-3.146, -4.466, 1.229], [-0.625, -3.010, 2.291], [0.570, -3.403, 2.881], [1.776, -2.838, 2.489], [1.760, -1.885, 1.484], [0.639, -1.491, 0.901], [-0.522, -2.032, 1.301], [-1.888, -1.371, 0.451], [-4.262, -2.766, 4.027], [-3.656, -1.595, 2.870], [-2.813, -1.851, 4.389], [-2.929, -5.596, 4.323], [-1.541, -4.749, 4.961], [-1.347, -5.896, 3.645], [-3.990, -5.090, 1.505], [-2.452, -5.083, 0.664], [-3.513, -3.688, 0.566], [0.557, -4.154, 3.657], [2.708, -3.125, 2.949], [2.664, -1.413, 1.123], [-0.906, 3.946, -0.589], [-1.697, 2.990, -1.469], [-2.532, 3.422, -2.429], [-3.270, 2.349, -2.888], [-2.815, 1.271, -2.131], [-1.867, 1.678, -1.286], [0.115, 3.285, 0.334], [0.870, 4.019, 1.165], [1.638, 3.170, 1.936], [1.284, 1.899, 1.495], [0.362, 1.988, 0.531], [-0.361, 4.757, -1.276], [-1.693, 4.522, 0.110], [-2.553, 4.452, -2.717], [-4.021, 2.351, -3.649], [-3.137, 0.245, -2.130], [0.807, 5.087, 1.158], [2.336, 3.430, 2.703], [1.642, 0.937, 1.811], [1.888, -1.375, -3.316], [0.895, -0.034, -2.538], [0.252, 0.773, -4.065], [2.200, 1.122, -1.973], [2.005, 2.501, -2.040], [2.942, 3.364, -1.502], [4.084, 2.866, -0.896], [4.289, 1.498, -0.835], [3.345, 0.629, -1.351], [2.390, -1.984, -2.566], [2.626, -0.937, -3.988], [1.216, -2.016, -3.885], [1.078, 1.143, -4.674], [-0.421, 1.594, -3.831], [-0.311, 0.029, -4.630], [1.116, 2.898, -2.507], [2.779, 4.428, -1.549], [4.816, 3.541, -0.481], [5.186, 1.107, -0.381], [3.502, -0.438, -1.277]], "forces_ev_per_a": [[-1.2, 1.1, 1.8], [0.4, -0.5, -0.4], [-0.3, -0.3, 0.3], [-0.1, 0.6, -0.5], [0.3, 0.4, 0.6], [-0.5, 0.0, -0.1], [0.1, 0.1, -0.1], [0.0, 0.1, -0.1], [0.5, 0.0, 0.2], [-0.5, 0.7, -0.5], [0.3, -0.2, 0.0], [0.1, 1.1, -0.9], [-0.2, -0.1, 0.1], [0.0, 0.1, -0.1], [0.2, 0.0, 0.1], [-0.2, -0.1, 0.0], [0.1, 0.1, 0.2], [0.1, -0.1, -0.1], [-0.2, -0.1, 0.1], [0.2, -0.1, 0.0], [-0.1, 0.1, -0.1], [0.0, -0.1, 0.1], [0.1, 0.0, 0.0], [0.1, 0.0, 0.1], [-0.4, 1.0, 0.4], [-0.1, 0.0, -0.7], [0.3, -0.4, 0.2], [0.1, -0.4, 0.2], [-0.4, 0.2, -0.4], [0.8, -1.3, 0.5], [0.4, 0.2, 0.3], [-0.1, -0.5, -0.1], [-0.1, -0.4, -0.1], [0.3, 0.2, 0.3], [-0.3, -1.5, -0.4], [0.3, 0.1, -0.3], [-0.2, 0.1, 0.2], [0.0, 0.3, 0.0], [-0.2, 0.0, -0.1], [0.0, -0.2, -0.1], [-0.1, 0.3, 0.0], [0.1, 0.0, 0.1], [0.0, -0.1, 0.1], [-0.5, -0.2, 0.5], [1.3, 0.6, -1.6], [-0.3, -0.1, 0.4], [-0.2, -0.1, 0.2], [0.0, -0.2, -0.1], [0.0, 0.1, 0.0], [0.0, -0.1, -0.1], [0.1, 0.0, 0.1], [-0.1, -0.1, -0.1], [0.0, 0.0, 0.0], [-0.1, 0.1, 0.1], [0.0, -0.1, 0.0], [0.0, -0.1, 0.1], [-0.1, 0.1, 0.0], [0.0, 0.0, 0.0], [-0.1, 0.1, 0.0], [-0.1, 0.1, 0.0], [0.1, 0.1, 0.0], [0.1, -0.1, 0.1], [0.1, -0.1, 0.0]]}

The electronic energy results, record by record, are as follows: -30101.474, -23036.020, -41756.392, -93829.360 eV.
The energy relative to the best compared isomer or geometry (same formula, charge and spin) results, record by record, are as follows: 45.95, 56.32, 6.66, 0.00 kcal per mole.